# 1
123
Properties=species:S:1:pos:R:3:lowdin_charge:R:1 method="wB97M-V/def2-TZVPD" charge=+1 orbital_gap_ev=8.3230 e_lumo_ev=-2.82 total_energy_ha=-14379.55620
C 0.466 -1.805 -0.446 -0.204
C 1.652 -2.018 -0.585 -0.118
C 3.100 -2.213 -0.928 -0.166
C 3.406 -1.490 -2.287 -0.135
C 4.094 -2.377 -3.340 -0.112
N 3.331 -3.554 -3.786 0.017
C 3.382 -4.721 -3.028 -0.298
N 4.430 -5.455 -2.812 0.114
C 5.749 -5.168 -3.373 -0.032
N 2.081 -4.935 -2.575 0.096
C 1.138 -4.158 -3.432 -0.053
C 2.091 -3.468 -4.518 -0.332
C 1.879 -4.288 -5.844 -0.128
C 2.903 -5.452 -6.095 -0.199
C 2.217 -6.807 -5.693 -0.105
C 1.360 -2.115 -4.777 -0.080
C 2.161 -1.045 -5.540 -0.218
C 3.080 -1.279 -6.567 -0.048
C 3.788 -0.229 -7.172 -0.038
C 3.582 1.074 -6.721 -0.310
C 4.403 2.204 -7.363 -0.092
C 2.656 1.369 -5.697 -0.056
C 1.970 0.294 -5.127 -0.043
H -0.507 -1.364 -0.523 -0.057
H 3.659 -1.696 -0.123 0.121
H 3.417 -3.268 -0.881 0.094
H 4.118 -0.673 -2.053 0.129
H 2.490 -0.985 -2.624 0.090
H 4.401 -1.802 -4.235 0.129
H 5.051 -2.717 -2.892 0.118
H 4.317 -6.275 -2.225 0.178
H 6.313 -6.078 -3.627 0.106
H 5.674 -4.570 -4.299 0.100
H 6.384 -4.580 -2.683 0.100
H 1.932 -4.863 -1.575 0.136
H 0.380 -4.862 -3.800 0.128
H 0.713 -3.445 -2.697 0.102
H 1.856 -3.660 -6.752 0.103
H 0.879 -4.757 -5.810 0.108
H 3.850 -5.333 -5.543 0.078
H 3.060 -5.531 -7.186 0.111
H 2.734 -7.673 -6.145 0.074
H 2.142 -6.935 -4.596 0.059
H 1.176 -6.855 -6.072 0.077
H 0.913 -1.668 -3.870 0.105
H 0.486 -2.362 -5.416 0.143
H 3.284 -2.298 -6.914 0.103
H 4.485 -0.453 -7.985 0.123
H 4.147 2.398 -8.413 0.032
H 4.277 3.098 -6.722 0.011
H 5.471 1.929 -7.238 0.088
H 2.557 2.415 -5.395 0.094
H 1.256 0.503 -4.315 0.117
C -0.761 1.172 2.292 -1.000
Cl -0.712 -0.349 1.379 0.623
Cl 0.709 1.395 3.243 0.502
H -0.853 2.004 1.598 -0.077
H -1.615 1.153 2.963 0.023
C 1.045 5.017 1.587 -0.989
Cl -0.511 4.249 1.242 0.573
Cl 1.074 6.695 1.037 0.567
H 1.214 4.997 2.658 0.031
H 1.829 4.467 1.077 0.033
C -0.212 2.740 6.937 -1.013
Cl -0.842 2.903 8.580 0.551
Cl -1.483 3.006 5.737 0.503
H 0.573 3.473 6.788 0.032
H 0.188 1.738 6.810 -0.001
C -3.599 0.341 9.193 -1.044
Cl -4.233 0.515 10.833 0.552
Cl -4.862 0.611 7.983 0.524
H -2.810 1.071 9.043 -0.036
H -3.203 -0.663 9.070 -0.063
C 5.822 5.433 -4.758 -1.008
Cl 4.800 4.029 -4.414 0.546
Cl 5.602 6.707 -3.557 0.514
H 6.860 5.119 -4.750 0.029
H 5.559 5.824 -5.736 0.032
C -5.408 3.829 11.843 -1.045
Cl -7.063 3.856 12.461 0.506
Cl -4.980 5.360 11.068 0.501
H -4.727 3.651 12.669 0.027
H -5.318 3.034 11.111 -0.033
C -0.961 -1.179 6.751 -1.004
Cl 0.683 -1.527 6.202 0.512
Cl -1.272 -1.890 8.339 0.574
H -1.089 -0.103 6.818 -0.003
H -1.666 -1.591 6.037 0.035
C -1.830 -5.118 0.915 -0.977
Cl -3.481 -5.059 1.539 0.545
Cl -1.374 -3.593 0.136 0.602
H -1.150 -5.305 1.739 0.030
H -1.758 -5.919 0.186 0.026
C 1.274 3.352 -10.227 -1.000
Cl 1.370 2.293 -8.814 0.569
Cl 2.845 4.071 -10.604 0.517
H 0.942 2.770 -11.080 0.027
H 0.566 4.148 -10.022 0.028
C -8.524 0.070 7.179 -1.032
Cl -9.439 -1.431 7.359 0.511
Cl -8.825 1.178 8.522 0.511
H -7.465 -0.166 7.153 -0.024
H -8.820 0.553 6.254 0.022
C -6.015 -6.369 -0.837 -1.053
Cl -6.306 -4.641 -1.068 0.491
Cl -7.529 -7.270 -0.713 0.513
H -5.452 -6.746 -1.685 0.024
H -5.448 -6.509 0.077 -0.024
C -4.936 7.306 7.568 -1.037
Cl -3.346 6.536 7.626 0.479
Cl -4.892 8.815 6.649 0.505
H -5.637 6.627 7.093 0.025
H -5.258 7.522 8.581 0.012
C 4.440 7.984 0.700 -1.043
Cl 5.517 6.841 1.515 0.490
Cl 4.673 9.631 1.295 0.512
H 4.647 7.962 -0.364 0.014
H 3.414 7.685 0.886 -0.063
C -11.179 3.394 6.560 -1.049
Cl -12.476 4.587 6.680 0.511
Cl -9.679 4.124 5.973 0.484
H -10.999 2.969 7.542 -0.007
H -11.483 2.614 5.868 0.026

---

# 2
105
Properties=species:S:1:pos:R:3:lowdin_charge:R:1 method="wB97M-V/def2-TZVPD" charge=+3 orbital_gap_ev=5.2164 e_lumo_ev=-11.12 de_lowest_kj_mol=0.00 total_energy_ha=-5193.11963
W -0.073 0.254 0.782 1.565
C -4.375 -0.737 0.701 -0.132
Si -3.266 -0.344 -0.737 0.584
C -3.612 -1.314 -2.292 -0.150
C -3.207 1.470 -1.150 -0.157
N -1.518 -0.995 -0.006 -0.145
C -1.360 -2.262 0.246 -0.290
C -2.308 -3.310 -0.090 -0.003
C -2.034 -4.585 0.219 0.018
C -0.804 -4.932 0.894 0.042
C 0.108 -4.010 1.273 -0.025
C -0.119 -2.622 0.991 -0.291
N 0.658 -1.615 1.343 -0.120
Si 2.149 -2.100 2.500 0.570
C 3.102 -0.625 3.096 -0.137
C 3.228 -3.235 1.469 -0.149
C 1.390 -2.913 3.996 -0.146
H -5.410 -0.727 0.340 0.068
H -4.299 0.014 1.489 0.035
H -4.205 -1.718 1.146 0.043
H -4.238 -0.652 -2.901 0.061
H -4.179 -2.236 -2.159 0.050
H -2.723 -1.531 -2.888 0.016
H -3.589 1.594 -2.167 0.062
H -2.236 1.952 -1.123 -0.016
H -3.877 2.014 -0.477 0.062
H -3.223 -3.053 -0.596 0.085
H -2.727 -5.377 -0.034 0.139
H -0.617 -5.978 1.108 0.143
H 1.002 -4.334 1.782 0.090
H 3.878 -0.301 2.403 0.036
H 3.607 -0.964 4.009 0.074
H 2.479 0.218 3.377 0.006
H 2.846 -3.479 0.476 0.039
H 3.387 -4.183 1.992 0.062
H 4.213 -2.779 1.338 0.040
H 1.091 -2.164 4.731 0.040
H 2.195 -3.495 4.462 0.070
H 0.554 -3.592 3.844 0.042
O -2.965 1.915 2.832 0.193
C -2.240 2.202 1.945 -0.455
O -1.622 1.138 1.247 -0.355
C -1.908 3.495 1.376 -0.161
C -2.668 4.591 1.795 0.037
C -2.438 5.842 1.256 -0.003
C -1.440 6.001 0.296 -0.005
C -0.673 4.922 -0.112 -0.078
C -0.896 3.659 0.428 -0.486
S 0.298 2.456 -0.112 0.812
H -3.447 4.436 2.531 0.142
H -3.034 6.687 1.573 0.132
H -1.257 6.975 -0.139 0.133
H 0.109 5.062 -0.849 0.105
C -1.453 -0.903 3.667 -0.050
C -0.638 0.261 4.170 -0.203
O 0.229 0.932 3.174 -0.304
C 0.771 2.096 3.890 -0.211
C 1.737 2.956 3.120 -0.055
H -2.075 -1.223 4.506 0.121
H -0.847 -1.760 3.391 0.039
H -2.143 -0.634 2.874 0.053
H 0.021 -0.062 4.977 0.127
H -1.305 1.023 4.564 0.123
H 1.249 1.710 4.791 0.135
H -0.088 2.693 4.199 0.135
H 2.690 2.460 2.936 0.072
H 1.958 3.819 3.752 0.115
H 1.300 3.353 2.204 0.042
C 1.233 3.957 -3.564 -0.102
C 0.383 2.748 -3.942 -0.264
C 1.201 1.467 -4.100 -0.267
C 1.685 0.870 -2.770 -0.328
Ge 0.216 -0.139 -1.937 0.911
C 0.394 -2.080 -2.268 -0.311
C 1.249 -2.386 -3.519 -0.258
C 0.645 -3.498 -4.376 -0.250
C -0.598 -3.042 -5.129 -0.087
H 0.623 4.858 -3.484 0.078
H 1.993 4.150 -4.322 0.088
H 1.754 3.816 -2.611 0.048
H -0.133 2.954 -4.881 0.120
H -0.411 2.598 -3.196 0.074
H 2.077 1.678 -4.718 0.128
H 0.623 0.722 -4.657 0.100
H 2.087 1.652 -2.122 0.033
H 2.489 0.149 -2.939 0.064
H -1.139 0.324 -2.483 -0.007
H -0.616 -2.473 -2.413 0.046
H 0.804 -2.618 -1.409 0.048
H 2.259 -2.662 -3.202 0.110
H 1.372 -1.497 -4.149 0.089
H 0.413 -4.360 -3.742 0.113
H 1.395 -3.840 -5.090 0.119
H -1.367 -2.649 -4.454 0.048
H -1.053 -3.860 -5.687 0.086
H -0.353 -2.253 -5.844 0.084
I 5.640 -1.071 -1.465 1.034
C 4.122 -0.089 -0.493 -0.751
C 4.130 1.188 0.056 -0.063
N 2.919 1.424 0.547 -0.007
N 2.087 0.369 0.382 -0.215
C 2.841 -0.552 -0.268 -0.269
H 4.914 1.929 0.126 0.157
H 2.594 2.249 1.025 0.085
H 2.414 -1.489 -0.573 0.083

---

# 3
99
Properties=species:S:1:pos:R:3:lowdin_charge:R:1 method="wB97M-V/def2-TZVPD" orbital_gap_ev=6.7345 e_lumo_ev=0.40 de_lowest_kj_mol=68.13 total_energy_ha=-2473.24159
Mg 0.475 -0.588 0.507 0.626
C 0.049 4.810 -2.337 -0.125
C -0.823 3.562 -2.473 -0.560
C -1.984 3.660 -1.481 -0.118
P 0.094 1.946 -2.145 1.113
C 1.087 1.770 -3.753 -0.550
C 1.362 0.295 -4.061 -0.115
C 2.416 2.527 -3.658 -0.126
C -1.296 0.825 -2.570 -0.323
C -1.831 0.811 -3.862 -0.079
C -2.890 -0.001 -4.220 -0.281
C -3.468 0.015 -5.610 -0.056
C -3.410 -0.851 -3.245 -0.045
C -2.918 -0.843 -1.960 -0.038
C -1.870 0.014 -1.567 -0.334
N -1.476 0.074 -0.221 -0.052
C -2.477 0.369 0.680 -0.310
C -3.726 0.916 0.282 -0.036
C -4.736 1.189 1.178 -0.045
C -4.589 0.961 2.544 -0.292
C -5.717 1.198 3.515 -0.061
C -3.347 0.522 2.969 -0.070
C -2.303 0.241 2.084 -0.302
P -0.681 -0.336 2.593 1.064
C -1.010 -1.872 3.585 -0.498
C -1.999 -1.857 4.749 -0.105
C -1.449 -2.909 2.543 -0.119
C 0.057 1.038 3.614 -0.509
C 0.041 2.277 2.709 -0.120
C -0.571 1.355 4.968 -0.106
H -0.556 5.695 -2.546 0.076
H 0.881 4.811 -3.038 0.042
H 0.441 4.894 -1.321 0.075
H -1.220 3.515 -3.492 0.098
H -1.602 3.746 -0.461 0.077
H -2.629 2.783 -1.528 0.049
H -2.593 4.542 -1.693 0.080
H 0.510 2.199 -4.578 0.093
H 1.850 -0.184 -3.215 0.052
H 2.012 0.210 -4.937 0.078
H 0.447 -0.255 -4.271 0.064
H 2.957 2.244 -2.755 0.057
H 2.264 3.603 -3.639 0.045
H 3.044 2.296 -4.523 0.074
H -1.425 1.475 -4.618 0.100
H -2.845 0.593 -6.292 0.071
H -4.467 0.456 -5.607 0.079
H -3.557 -1.000 -6.002 0.076
H -4.236 -1.505 -3.502 0.113
H -3.351 -1.501 -1.217 0.119
H -3.904 1.121 -0.764 0.097
H -5.674 1.595 0.813 0.111
H -6.680 1.128 3.010 0.071
H -5.649 2.189 3.972 0.076
H -5.699 0.461 4.320 0.072
H -3.187 0.387 4.030 0.087
H -0.029 -2.152 3.968 0.079
H -3.020 -1.706 4.401 0.068
H -1.761 -1.095 5.491 0.053
H -1.961 -2.829 5.248 0.080
H -2.380 -2.588 2.070 0.079
H -1.609 -3.886 3.004 0.083
H -0.683 -3.008 1.774 0.050
H 1.095 0.724 3.772 0.093
H -0.974 2.670 2.628 0.082
H 0.371 2.029 1.696 0.047
H 0.689 3.061 3.107 0.082
H -1.629 1.593 4.860 0.065
H -0.074 2.221 5.412 0.078
H -0.462 0.520 5.659 0.061
C 4.355 -1.310 -1.840 -0.033
N 4.333 -0.173 -0.933 -0.138
C 5.595 0.531 -0.781 -0.038
C 3.196 0.189 -0.322 -0.502
C 3.257 1.237 0.752 0.034
O 2.114 -0.336 -0.629 -0.073
H 5.200 -1.954 -1.592 0.099
H 4.454 -0.969 -2.873 0.096
H 3.435 -1.874 -1.729 0.084
H 6.195 0.354 -1.671 0.092
H 6.159 0.167 0.083 0.099
H 5.444 1.604 -0.687 0.091
H 4.260 1.389 1.140 0.081
H 2.603 0.885 1.552 0.075
H 2.850 2.177 0.373 0.100
C 2.988 -1.827 3.682 -0.040
C 2.538 -2.352 2.305 -0.723
C 2.088 -3.816 2.476 -0.041
C 3.770 -2.363 1.381 -0.036
O 1.523 -1.550 1.798 -0.368
H 3.789 -2.447 4.089 0.081
H 2.149 -1.829 4.379 0.068
H 3.347 -0.799 3.596 0.073
H 2.934 -4.431 2.788 0.078
H 1.694 -4.200 1.533 0.084
H 1.312 -3.906 3.236 0.069
H 4.538 -3.035 1.769 0.085
H 4.192 -1.359 1.308 0.067
H 3.467 -2.707 0.390 0.077

---

# 4
107
Properties=species:S:1:pos:R:3:lowdin_charge:R:1 method="wB97M-V/def2-TZVPD" smiles="CCCCCCCCCCCCCCc1ccc2nc(S)cnc2c1.COC(=O)OC.COC(=O)OC.COC(=O)OC.COC(=O)OC" orbital_gap_ev=8.1767 e_lumo_ev=-0.67 total_energy_ha=-2740.80907
C 4.550 -7.494 0.645 -0.117
C 2.996 -7.508 1.034 -0.241
C 2.246 -6.259 0.382 -0.224
C 0.994 -6.697 -0.489 -0.213
C 0.645 -5.510 -1.497 -0.224
C 0.231 -4.164 -0.776 -0.206
C 0.365 -2.940 -1.804 -0.203
C 0.767 -1.661 -0.962 -0.205
C 2.337 -1.512 -0.746 -0.195
C 2.831 -1.908 0.711 -0.214
C 4.132 -1.101 1.164 -0.199
C 5.320 -1.383 0.123 -0.207
C 6.648 -1.886 0.815 -0.204
C 7.960 -1.662 -0.067 -0.162
C 8.414 -2.935 -0.849 -0.173
C 9.869 -3.344 -1.040 -0.017
C 10.203 -4.549 -1.792 -0.003
C 9.150 -5.467 -2.384 -0.197
N 9.617 -6.583 -3.075 0.093
C 8.538 -7.285 -3.518 -0.590
S 8.910 -8.828 -4.470 0.691
C 7.093 -6.935 -3.356 -0.119
N 6.689 -5.810 -2.708 0.097
C 7.743 -5.065 -2.187 -0.191
C 7.412 -3.810 -1.443 0.034
H 4.916 -6.452 0.453 0.057
H 5.148 -7.978 1.464 0.066
H 4.667 -8.098 -0.296 0.069
H 2.500 -8.432 0.633 0.092
H 2.849 -7.482 2.149 0.098
H 3.001 -5.703 -0.237 0.097
H 1.835 -5.573 1.185 0.105
H 0.080 -6.884 0.141 0.111
H 1.182 -7.637 -1.090 0.107
H 1.564 -5.365 -2.148 0.107
H -0.184 -5.802 -2.212 0.112
H -0.813 -4.219 -0.340 0.121
H 0.916 -3.906 0.088 0.082
H -0.638 -2.819 -2.307 0.107
H 1.125 -3.231 -2.578 0.099
H 0.359 -0.760 -1.497 0.103
H 0.302 -1.769 0.057 0.098
H 2.729 -0.501 -1.063 0.111
H 2.819 -2.254 -1.456 0.103
H 3.151 -2.994 0.688 0.104
H 1.992 -1.761 1.446 0.101
H 4.407 -1.444 2.208 0.109
H 3.932 0.010 1.130 0.097
H 5.487 -0.500 -0.566 0.116
H 4.930 -2.218 -0.538 0.082
H 6.793 -1.445 1.849 0.110
H 6.549 -3.001 0.989 0.114
H 8.789 -1.381 0.654 0.110
H 7.831 -0.754 -0.735 0.120
H 10.666 -2.673 -0.613 0.105
H 11.289 -4.808 -1.929 0.107
H 8.620 -9.863 -3.594 -0.127
H 6.318 -7.617 -3.782 0.106
H 6.335 -3.537 -1.341 0.097
C 0.874 1.442 2.573 -0.034
O -0.199 0.511 2.433 -0.003
C -1.394 0.990 2.801 -0.609
O -1.615 2.099 3.219 0.114
O -2.302 0.026 2.620 0.006
C -3.632 0.403 2.978 -0.031
H 1.787 0.945 2.247 0.077
H 0.712 2.316 1.940 0.100
H 0.995 1.739 3.615 0.101
H -3.974 1.238 2.367 0.078
H -3.689 0.653 4.039 0.100
H -4.282 -0.450 2.791 0.098
C -3.726 2.980 -0.174 -0.040
O -4.821 3.514 -0.915 0.009
C -5.984 2.890 -0.696 -0.608
O -6.158 1.957 0.048 0.119
O -6.922 3.483 -1.445 0.002
C -8.224 2.916 -1.310 -0.045
H -2.839 3.559 -0.428 0.101
H -3.905 3.074 0.898 0.077
H -3.548 1.938 -0.446 0.102
H -8.580 3.008 -0.283 0.098
H -8.225 1.872 -1.626 0.098
H -8.896 3.475 -1.960 0.093
C -3.715 5.314 3.161 -0.041
O -3.632 6.129 1.991 -0.003
C -4.592 7.056 1.896 -0.609
O -5.478 7.242 2.691 0.121
O -4.396 7.742 0.763 0.005
C -5.355 8.772 0.531 -0.035
H -2.891 4.602 3.130 0.082
H -3.613 5.921 4.062 0.099
H -4.653 4.757 3.176 0.099
H -5.319 9.518 1.326 0.101
H -6.357 8.352 0.442 0.078
H -5.100 9.259 -0.409 0.097
C -9.412 8.251 0.717 -0.043
O -9.328 9.064 -0.453 -0.003
C -10.289 9.993 -0.548 -0.611
O -11.174 10.178 0.247 0.126
O -10.093 10.679 -1.681 0.000
C -11.052 11.710 -1.914 -0.046
H -8.588 7.540 0.687 0.083
H -9.311 8.859 1.617 0.103
H -10.350 7.694 0.733 0.099
H -11.016 12.456 -1.118 0.098
H -12.055 11.290 -2.003 0.098
H -10.793 12.194 -2.854 0.093